No. 1
2 unconnected molecules or ions with the total composition C5H7NO2, computed with the ωB97M-V functional and the def2-TZVPD basis.

HOMO-LUMO gap: 8.11 eV
LUMO level: -0.026 hartree
Structure (SMILES): O=NC=C1CC1.C=O
Energy above the lowest of the compared OMol25 structures with the same formula, charge and spin: 143.34 kcal per mole
Multiplicity: 1

```
15
Properties=species:S:1:pos:R:3:mulliken_charge:R:1
O -1.671 1.793 -1.833 -0.4486
N -1.299 0.892 -1.049 -0.0075
C -0.301 0.107 -1.438 -0.1931
C 0.298 -0.774 -0.597 0.4376
C 1.335 -1.729 -0.548 -0.5920
C 0.355 -1.523 0.643 -0.5454
H 0.153 0.246 -2.424 0.4034
H 2.442 -1.293 -0.256 0.1841
H 1.367 -2.542 -1.246 0.2878
H -0.425 -2.101 0.809 0.3296
H 1.019 -1.128 1.450 0.1564
C -0.817 2.026 1.635 -0.1308
O 0.035 1.160 1.606 -0.3954
H -1.880 1.793 1.719 0.2328
H -0.613 3.073 1.529 0.2810
```

No. 2
C19H24N2O4S2 in the gas phase, computed with the ωB97M-V functional and the def2-TZVPD basis.

HOMO-LUMO gap: 9.25 eV
LUMO level: 0.022 hartree
Structure (SMILES): COc1ccccc1N(CC(=O)NCCSCc1ccccc1)S(C)(=O)=O
Energy above the lowest of the compared OMol25 structures with the same formula, charge and spin: 6.84 kcal per mole
Multiplicity: 1

```
51
Properties=species:S:1:pos:R:3:mulliken_charge:R:1
C -4.203 -0.835 2.063 -1.0966
O -3.298 -0.170 1.212 -0.1841
C -2.791 -0.846 0.140 0.2418
C -3.332 -2.022 -0.365 -0.5630
C -2.811 -2.603 -1.509 -0.8530
C -1.746 -2.018 -2.168 -0.9630
C -1.174 -0.869 -1.653 -0.0191
C -1.668 -0.286 -0.496 -0.3328
N -0.998 0.850 0.016 0.8531
C -0.744 0.940 1.438 -0.7262
C -0.234 -0.403 1.966 0.4227
O -0.601 -0.873 3.021 -0.7284
N 0.656 -0.992 1.150 0.4211
C 1.094 -2.357 1.318 -0.7808
C 2.405 -2.580 0.582 -0.4356
S 2.187 -2.245 -1.207 -0.0896
C 3.542 -1.035 -1.517 -1.1490
C 3.468 0.139 -0.600 0.6335
C 4.371 0.263 0.451 -0.2391
C 4.282 1.328 1.331 -0.6490
C 3.291 2.280 1.168 -0.6410
C 2.391 2.170 0.119 -0.4875
C 2.474 1.101 -0.755 -0.3684
S -1.309 2.271 -0.794 1.3002
C -3.091 2.545 -0.625 -1.0811
O -1.010 2.065 -2.178 -0.7101
O -0.611 3.317 -0.106 -0.7015
H -4.353 -0.168 2.910 0.2767
H -3.787 -1.780 2.421 0.4207
H -5.164 -1.014 1.568 0.3329
H -4.175 -2.484 0.124 0.4477
H -3.251 -3.514 -1.885 0.4061
H -1.344 -2.463 -3.064 0.4375
H -0.336 -0.404 -2.144 0.5102
H -1.629 1.217 2.021 0.3060
H 0.020 1.709 1.570 0.7251
H 0.844 -0.571 0.249 -0.3516
H 0.333 -3.047 0.928 0.2626
H 1.214 -2.545 2.389 0.4085
H 3.171 -1.900 0.950 0.1569
H 2.734 -3.612 0.694 0.4825
H 3.390 -0.747 -2.557 0.4435
H 4.486 -1.570 -1.420 0.4112
H 5.160 -0.468 0.571 0.4401
H 4.990 1.413 2.142 0.3936
H 3.222 3.112 1.853 0.4397
H 1.619 2.910 -0.021 0.5939
H 1.766 1.023 -1.568 0.3247
H -3.354 2.412 0.415 0.2382
H -3.596 1.825 -1.255 0.3196
H -3.296 3.556 -0.951 0.4996
```

No. 3
A molecular structure, C34H42IrN2O2SSb, computed with the ωB97M-V functional and the def2-TZVPD basis.

HOMO-LUMO gap (alpha / beta): 3.09 / 3.62 eV
LUMO level (alpha / beta): -0.217 / -0.205 hartree
<S²>: 1.08
Net charge: +1
Multiplicity: 2

```
83
Properties=species:S:1:pos:R:3:mulliken_charge:R:1
Ir -0.412 0.771 0.065 1.2761
S -0.081 5.237 0.572 -0.3078
C 2.491 4.262 -0.300 1.2971
C 3.847 4.881 -0.129 -1.0699
C 4.892 4.214 0.354 -0.8180
C 4.791 2.818 0.709 -0.5603
C 3.659 2.134 0.552 -1.8676
C 2.389 2.739 0.038 3.2410
N 0.092 2.686 1.034 -0.3616
C -0.730 3.624 0.665 0.9168
C -2.062 3.244 0.250 0.7197
C -3.162 4.092 0.352 -0.7114
C -4.409 3.643 -0.041 -0.7297
C -4.554 2.371 -0.576 -0.6872
C -3.453 1.532 -0.697 -0.4439
C -2.197 1.938 -0.272 -0.1774
H 3.915 5.922 -0.400 0.4730
H 5.844 4.702 0.486 0.4354
H 5.667 2.331 1.106 0.4744
H 3.607 1.094 0.832 0.5784
H -3.025 5.082 0.759 0.4468
H -5.273 4.279 0.083 0.4133
H -5.521 2.022 -0.909 0.4188
H -3.592 0.551 -1.129 0.4910
C 1.586 0.466 -0.805 -1.2229
C 1.741 1.844 -1.010 -0.2077
C 1.440 3.099 1.234 -1.1075
C 1.590 4.600 0.931 0.2131
C 1.899 4.682 -1.611 -0.2054
C 1.392 3.766 -2.511 -0.8786
C 1.334 2.410 -2.238 -0.7356
C 1.876 6.051 -1.885 -0.3278
N 1.846 7.182 -2.097 -0.5572
H 2.126 -0.028 -0.012 0.0644
H 1.397 -0.144 -1.683 0.6543
H 1.814 2.770 2.208 0.4540
H 2.060 5.216 1.694 0.8085
H 1.018 4.122 -3.459 0.5598
H 0.949 1.741 -2.994 0.5225
O -2.513 -2.629 1.079 -0.5791
C -1.982 -1.563 1.276 -0.2619
O -0.815 -1.236 0.844 -0.4709
H -2.481 -0.785 1.903 0.3460
C 3.383 -2.931 -1.864 -1.2857
C 3.256 -3.587 -0.503 1.4764
C 3.671 -5.041 -0.553 -1.5645
C 4.056 -2.819 0.531 -1.3704
Sb 0.991 -3.380 0.144 0.8588
C 0.731 -4.274 2.281 1.4942
C 0.913 -3.090 3.210 -1.5543
C -0.658 -4.864 2.366 -1.5312
C 1.784 -5.336 2.514 -1.7794
C -0.299 -4.356 -1.542 1.5416
C -0.549 -3.203 -2.495 -1.6436
C -1.584 -4.884 -0.953 -1.5393
C 0.502 -5.476 -2.169 -1.7584
H 4.426 -2.959 -2.184 0.5132
H 3.076 -1.886 -1.829 0.0177
H 2.799 -3.451 -2.620 0.2243
H 4.705 -5.100 -0.898 0.4969
H 3.067 -5.615 -1.248 0.2681
H 3.627 -5.508 0.426 0.2726
H 5.116 -2.860 0.277 0.5072
H 3.940 -3.241 1.526 0.2284
H 3.760 -1.770 0.556 0.0825
H 0.142 -2.342 3.038 0.1633
H 1.890 -2.625 3.076 0.3122
H 0.837 -3.425 4.244 0.4993
H -1.410 -4.205 1.944 0.2233
H -0.917 -5.018 3.413 0.5277
H -0.704 -5.827 1.865 0.3144
H 2.787 -4.917 2.549 0.3195
H 1.744 -6.119 1.758 0.3287
H 1.595 -5.806 3.480 0.5278
H -1.147 -2.434 -2.006 0.2165
H -1.097 -3.557 -3.367 0.4883
H 0.385 -2.756 -2.841 0.3087
H -2.103 -4.129 -0.367 0.2241
H -1.406 -5.763 -0.336 0.3495
H -2.247 -5.180 -1.767 0.5317
H 1.360 -5.109 -2.728 0.3204
H -0.139 -6.013 -2.868 0.5428
H 0.833 -6.196 -1.422 0.3317
```

No. 4
A gas-phase ion, B2H6NO2 (charge -1), computed with the ωB97M-V functional and the def2-TZVPD basis.

HOMO-LUMO gap: 6.99 eV
LUMO level: 0.142 hartree
Net charge: -1
Multiplicity: 1

```
11
Properties=species:S:1:pos:R:3:mulliken_charge:R:1
N 1.786 -0.270 0.359 -0.6649
B 0.563 -0.158 -0.624 0.5820
B -0.941 -0.105 0.227 -0.1920
O -1.525 1.120 0.581 -0.5509
O -1.742 -1.202 0.655 -0.5971
H 2.611 0.208 0.023 0.1644
H 1.601 0.095 1.282 0.1628
H 0.608 0.897 -1.321 -0.2195
H 0.551 -1.110 -1.420 -0.2029
H -0.986 1.784 0.132 0.2691
H -2.528 -1.260 0.106 0.2491
```

Taking the records one at a time from the top gives max |F| values of 5.5, 1.0, 3.9, 0.3 eV/Å.
Taking the records one at a time from the top gives electronic energy values of -10877.4016, -52933.3310, -63212.8219, -7038.0292 eV.